No. 1
{
  "formula": "C2H8N2S2",
  "method": "ωB97M-V with the def2-TZVPD basis set",
  "e_homo_ev": -8.88,
  "gap_ha": 0.3451,
  "multiplicity": 1,
  "lumo_ha": 0.0189,
  "species": ["C", "N", "C", "N", "S", "H", "H", "H", "H", "H", "H", "S", "H", "H"],
  "positions_angstrom": [[-0.223, 1.219, 0.780], [-1.394, 1.361, -0.047], [-2.120, 0.502, -0.670], [-2.242, -0.879, -0.728], [-1.530, -1.968, 0.377], [-0.515, 1.083, 1.904], [0.479, 0.358, 0.599], [0.400, 2.237, 0.833], [-2.907, 0.844, -1.281], [-2.824, -1.210, -1.461], [-2.340, -1.506, 1.584], [4.966, -0.558, -0.060], [4.452, -0.035, -1.218], [5.798, -1.449, -0.610]]
}


No. 2
{
  "formula": "C4H15N3O",
  "method": "ωB97M-V with the def2-TZVPD basis set",
  "e_homo_ev": -8.74,
  "gap_ha": 0.3503,
  "multiplicity": 1,
  "lumo_ha": 0.0289,
  "species": ["H", "N", "N", "H", "N", "C", "C", "O", "H", "H", "H", "H", "H", "H", "H", "C", "C", "H", "H", "H", "H", "H", "H"],
  "positions_angstrom": [[1.390, 3.262, 0.621], [0.779, 2.553, 1.075], [-0.425, 2.680, 0.986], [-0.797, 3.505, 0.465], [0.014, -0.381, 1.081], [-0.897, -1.478, 0.813], [-0.084, -2.743, 0.535], [0.614, -3.183, 1.679], [0.660, -0.636, 1.820], [-0.480, 0.460, 1.375], [-1.600, -1.680, 1.643], [-1.485, -1.223, -0.073], [-0.743, -3.534, 0.152], [0.682, -2.525, -0.211], [-0.026, -3.386, 2.371], [1.011, 0.886, -1.558], [-0.393, 1.211, -2.037], [0.914, 0.361, -0.547], [1.507, 0.203, -2.245], [1.625, 1.784, -1.505], [-0.383, 1.847, -2.922], [-0.947, 1.717, -1.242], [-0.935, 0.298, -2.275]]
}


No. 3
{
  "formula": "C4H6O2",
  "method": "ωB97M-V with the def2-TZVPD basis set",
  "e_homo_ev": -9.77,
  "gap_ha": 0.3897,
  "multiplicity": 1,
  "lumo_ha": 0.0306,
  "species": ["O", "C", "C", "C", "C", "O", "H", "H", "H", "H", "H", "H"],
  "positions_angstrom": [[0.394, 1.613, -1.038], [0.742, 1.429, 0.106], [0.317, 0.221, 0.907], [0.045, -0.973, -0.009], [-1.063, -0.676, -1.005], [-2.193, -0.432, -0.660], [1.402, 2.166, 0.604], [-0.604, 0.491, 1.446], [1.075, -0.028, 1.658], [0.961, -1.265, -0.534], [-0.285, -1.820, 0.602], [-0.790, -0.725, -2.076]]
}


No. 4
{
  "formula": "C2H3FIN",
  "method": "ωB97M-V with the def2-TZVPD basis set",
  "e_homo_ev": [-5.58, -9.82],
  "gap_ha": [0.2311, 0.2205],
  "multiplicity": 3,
  "lumo_ha": [0.0262, -0.1403],
  "s_squared": 2.01,
  "species": ["C", "C", "N", "F", "I", "H", "H", "H"],
  "positions_angstrom": [[0.264, -0.388, 0.592], [-0.364, 0.269, -0.640], [1.451, -0.538, 0.785], [0.255, 0.731, -1.795], [-1.284, -0.888, 1.994], [-0.849, 1.216, -0.014], [-1.175, -0.403, -1.090], [1.903, -0.742, 1.752]]
}